1.
Density functional theory data (ωB97M-V/def2-TZVPD) for C17H28N2O5PdS as an isolated structure.

Properties
Total charge ... -2
Highest occupied orbital energy ... -1.15 eV

The geometry in XYZ format:
```
54
Properties=species:S:1:pos:R:3:nbo_charge:R:1
Pd -0.48596 1.32209 -0.07688 0.5717
O 1.66264 4.64086 1.51909 -0.7567
C 1.09092 3.53542 1.47623 0.7914
O -0.00080 3.28742 0.89029 -0.8051
C 1.77473 2.42976 2.34564 -0.3518
C 0.76167 1.64708 3.20171 0.0931
C 1.50783 0.98353 4.38391 -0.4337
C 2.17442 -0.22408 3.67267 -0.4254
C 1.75494 0.03474 2.21150 0.0751
O 0.42500 0.51773 2.39757 -0.5282
C 2.54631 1.24632 1.67543 -0.3436
C 2.74247 1.20770 0.13716 0.8050
O 3.92809 1.11741 -0.23501 -0.7579
O 1.73038 1.21706 -0.62103 -0.8163
H 2.45462 2.99369 2.98200 0.2097
H -0.13397 2.20453 3.46485 0.2057
H 0.81694 0.65826 5.16441 0.1898
H 2.23153 1.67099 4.82526 0.1940
H 1.74796 -1.16848 4.01829 0.1906
H 3.25716 -0.26283 3.80126 0.1945
H 1.74841 -0.83407 1.55841 0.2238
H 3.56261 1.20302 2.06363 0.2082
C 0.46442 2.60298 -3.12326 -0.6282
C -0.22289 1.92874 -4.31234 -0.3919
C -1.36457 0.96831 -3.96049 -0.4213
C -0.94753 -0.42257 -3.46027 -0.1932
N -0.27169 -0.59728 -2.19338 -0.7135
C -0.90352 -0.39695 -0.91621 0.1165
S -2.54745 0.20718 -0.70922 -0.4742
N -0.45326 -1.43073 -0.01081 -0.6770
C -0.49270 -2.81522 -0.45659 -0.2203
C -1.87880 -3.39312 -0.79793 -0.4259
C -2.65697 -3.96421 0.39180 -0.3837
C -2.85502 -2.98523 1.55216 -0.6292
H 0.99366 3.50514 -3.44308 0.1846
H 1.19446 1.95396 -2.63920 0.2519
H -0.26321 2.89166 -2.36523 0.2263
H 0.52367 1.39247 -4.91363 0.1704
H -0.64456 2.70557 -4.96142 0.1730
H -1.95382 0.79173 -4.87086 0.1698
H -2.02739 1.42158 -3.22169 0.2349
H -0.28366 -0.85462 -4.22148 0.1629
H -1.84778 -1.04717 -3.42456 0.1849
H 0.64573 -0.15909 -2.16802 0.4072
H -0.90211 -1.28565 0.88154 0.3800
H -0.01771 -3.43304 0.31566 0.1667
H 0.13098 -2.86623 -1.34904 0.2098
H -1.75505 -4.18978 -1.54161 0.1788
H -2.46529 -2.59717 -1.26648 0.2259
H -2.14193 -4.86143 0.75754 0.1704
H -3.64060 -4.28564 0.03113 0.1807
H -1.93655 -2.87359 2.13281 0.1978
H -3.63665 -3.33891 2.23066 0.1836
H -3.14012 -1.99980 1.17708 0.2485
```


2.
Density functional theory data (ωB97M-V/def2-TZVPD) for C30H72LiN3O22P as an isolated structure.

Properties
Total charge ... +1
Relative energy (zero: lowest compared OMol25 entry of this formula, charge and spin) ... 117.7 kcal per mole
Highest occupied orbital energy ... -8.27 eV

The geometry in XYZ format:
```
129
Properties=species:S:1:pos:R:3:lowdin_charge:R:1
C 41.86300 32.56600 21.36400 0.0221
N 41.90100 32.58700 19.78100 -0.2500
C 41.99500 31.17800 19.43000 -0.0770
C 40.54800 33.04200 19.31900 -0.0235
C 43.04900 33.50600 19.29700 -0.0279
C 43.22100 33.58600 17.79800 -0.2604
O 44.43500 34.17700 17.36400 -0.1360
H 40.96800 32.20100 22.00200 0.1471
H 41.82300 33.60400 21.60600 0.0744
H 42.79100 32.41500 21.86100 0.0864
H 41.32400 30.43000 19.70700 0.0956
H 42.92500 30.53600 19.75600 0.1349
H 42.20000 30.86700 18.46800 0.0399
H 40.51800 34.19500 19.03300 0.1496
H 39.54900 32.76000 19.87700 0.1487
H 40.30700 32.62100 18.34700 0.0762
H 44.04400 33.31200 19.59400 0.1321
H 42.76700 34.37300 19.70800 0.0865
H 42.47900 33.95800 17.09200 0.1106
H 43.28400 32.61900 17.26200 0.1080
H 45.23500 33.49500 17.28300 0.0545
C 47.75300 32.09600 14.60500 0.0858
N 46.53300 31.96200 13.64500 -0.3169
C 45.49700 32.94600 14.07800 -0.0115
C 46.82500 32.31200 12.36800 -0.0443
C 45.94500 30.63500 13.95800 -0.0822
C 44.79600 30.16200 13.02100 -0.2901
O 44.46100 28.87100 13.14100 -0.0665
H 47.55200 32.26700 15.62700 0.0797
H 48.42400 32.72900 14.28100 0.0593
H 48.30800 31.24300 14.41600 0.0729
H 44.62800 32.82300 13.66300 0.0163
H 45.57400 34.05600 14.07800 0.1428
H 45.17500 32.86600 15.22300 0.1422
H 47.43500 31.52800 12.17300 0.0892
H 47.09200 33.31200 12.32400 0.1075
H 45.91200 32.18400 11.61800 0.1718
H 45.78000 30.36300 15.02100 0.1405
H 46.68300 29.78900 13.70900 0.1552
H 45.22600 30.17300 11.90800 0.1548
H 43.82500 30.71200 13.04700 0.1255
H 45.12900 28.23000 12.80000 0.1186
C 45.29100 24.74300 16.66200 0.0318
N 45.65500 26.31200 16.44300 -0.3161
C 47.02200 26.79700 16.78700 0.0131
C 45.54400 26.42100 14.98600 -0.0875
C 44.61400 27.15600 16.97700 -0.1588
C 44.43100 27.08700 18.50200 -0.1822
O 43.45200 28.07300 18.92500 -0.0965
H 46.10300 24.01100 16.13900 0.1455
H 44.19200 24.32700 16.32100 0.1644
H 45.38600 24.62800 17.74900 0.0691
H 47.92200 26.49300 16.23800 0.1124
H 47.21500 26.69200 17.78200 0.0704
H 47.24600 27.88400 16.54100 0.1261
H 46.28900 25.69600 14.31000 0.1831
H 45.85500 27.31400 14.63600 0.0134
H 44.47200 26.43100 14.56800 0.1380
H 43.61500 26.81100 16.62100 0.1440
H 44.71000 28.30100 16.64600 0.1731
H 45.19000 27.19900 19.08400 0.0279
H 43.97600 25.92400 18.97500 0.2047
H 43.69800 28.88900 18.52500 -0.0469
Li 47.79700 31.94400 18.16300 0.6523
P 45.83000 30.99400 18.19000 -0.3167
O 47.00500 30.30600 17.71300 -0.4034
O 44.48200 30.29700 18.20600 -0.3400
O 45.99200 32.14000 17.34100 -0.3852
O 46.47400 31.59400 19.34500 -0.3821
C 50.41900 29.47200 16.36800 -0.0252
O 51.30700 29.32500 15.21300 -0.0280
C 50.84200 28.44900 14.24100 -0.5473
O 49.60000 28.13800 14.16100 0.0020
O 51.69900 28.11500 13.36500 0.0394
C 51.44300 27.29700 12.23500 -0.0080
H 50.90400 30.13300 17.10500 0.0893
H 50.37300 28.45500 16.76500 0.0923
H 49.34200 30.04900 16.07900 0.1394
H 50.88200 26.34600 12.61100 0.1477
H 52.14200 27.29400 11.48800 0.0694
H 50.69000 27.76700 11.65200 0.0763
C 45.36800 29.10700 21.55800 0.0174
O 46.27800 28.96100 22.72400 -0.0045
C 47.06800 27.84900 22.75700 -0.5390
O 46.91300 26.83500 22.15600 0.1268
O 48.14800 27.98800 23.65100 -0.0888
C 48.73600 26.88200 24.22400 -0.1119
H 45.01700 30.12600 21.75000 0.0927
H 44.43300 28.73700 21.54600 0.0519
H 45.99800 29.13000 20.75000 0.0524
H 49.34300 26.68300 23.31700 0.0980
H 48.00900 26.01600 24.56100 0.1246
H 49.25500 27.29200 25.23600 0.1399
C 42.61100 29.81100 15.88600 -0.0490
O 41.46000 30.59900 15.89900 0.0264
C 41.32500 31.71600 15.16900 -0.5618
O 42.20300 32.07900 14.36700 0.0645
O 40.20700 32.40100 15.24200 -0.0225
C 40.03700 33.75300 14.73000 -0.0574
H 43.45400 30.31700 15.80500 0.0335
H 42.68100 29.30000 15.03800 0.0488
H 42.48600 29.11100 16.75800 0.1208
H 40.98400 34.57900 14.61900 0.1623
H 39.10100 34.13200 15.13500 0.0664
H 39.71700 33.67700 13.51000 0.1448
C 53.62800 27.99900 19.00200 -0.0249
O 52.23100 27.80900 19.04500 -0.0245
C 51.36600 28.70300 19.43300 -0.6097
O 51.73500 29.84300 19.76800 0.0834
O 50.09900 28.30800 19.49700 0.0061
C 49.20700 29.29700 19.71900 -0.0835
H 53.96400 28.02700 20.05300 0.1045
H 53.72500 29.07100 18.67700 0.1085
H 53.98500 27.13600 18.36600 0.1205
H 49.19000 29.99100 18.92600 0.0461
H 49.38600 29.85600 20.57900 0.0879
H 48.22300 28.65300 19.64800 0.1443
C 51.09000 34.21400 24.79500 -0.0314
O 49.90600 34.35100 23.97900 0.0078
C 49.37200 33.25600 23.45500 -0.5542
O 49.87700 32.11100 23.30400 0.0627
O 48.19000 33.49900 22.85700 -0.0326
C 47.36700 32.39100 22.39700 0.0029
H 51.22800 35.15700 25.23100 0.0686
H 52.03400 33.83400 24.35600 0.1005
H 50.91100 33.38000 25.55800 0.1195
H 47.67000 32.10100 21.51700 -0.0007
H 46.22000 32.93700 22.34500 0.1677
H 47.40800 31.70000 23.14200 0.0509
```


3.
Density functional theory data (ωB97M-V/def2-TZVPD) for one molecule with the formula C2H2N4O.

Properties
Relative energy (zero: lowest compared OMol25 entry of this formula, charge and spin) ... 22.6 kcal per mole
Highest occupied orbital energy ... -10.38 eV
SMILES ... O=c1ncnn[nH]1

The geometry in XYZ format:
```
9
Properties=species:S:1:pos:R:3:nbo_charge:R:1
O 2.35484 0.08879 -0.33907 -0.5377
C 1.18051 0.07624 0.08660 0.7238
N 0.36557 1.17398 0.20251 -0.4893
C -1.01250 1.07174 -0.02901 0.2547
N -1.70628 -0.14566 -0.21846 -0.2575
N -0.86983 -1.17519 -0.19582 0.0790
N 0.36003 -1.08579 0.34131 -0.4023
H -1.58742 1.99395 -0.04644 0.2111
H 0.91507 -1.99807 0.19837 0.4183
```


4.
Density functional theory data (ωB97M-V/def2-TZVPD) for a 8-piece molecular cluster, C16H29Cl10N3 overall.

Properties
Relative energy (zero: lowest compared OMol25 entry of this formula, charge and spin) ... 1.5 kcal per mole
Highest occupied orbital energy ... -10.41 eV
SMILES ... ClCCCl.ClCCCl.ClCCCl.ClCCCl.ClCCCl.CC#N.CC#N.CC#N

The geometry in XYZ format:
```
58
Properties=species:S:1:pos:R:3:nbo_charge:R:1
Cl 3.23943 46.96933 -8.79954 -0.0649
C 2.39979 45.43457 -8.43650 -0.3861
C 2.34169 44.52878 -9.62684 -0.3778
Cl 3.93817 43.75421 -9.91608 -0.0678
H 1.40142 45.71357 -8.10236 0.2341
H 2.90333 44.95693 -7.60160 0.2167
H 2.03880 45.04614 -10.52965 0.2275
H 1.67076 43.69986 -9.40552 0.2229
Cl 8.56504 49.43533 -3.88332 -0.0753
C 8.73904 47.68686 -4.12343 -0.3954
C 10.16891 47.24241 -4.01646 -0.3850
Cl 10.75487 47.26011 -2.32902 -0.0706
H 8.31299 47.43409 -5.09088 0.2498
H 8.11856 47.20134 -3.37190 0.2207
H 10.82145 47.89277 -4.59457 0.2255
H 10.27447 46.22593 -4.38978 0.2280
Cl 7.84591 42.35204 -2.13829 -0.0512
C 6.67179 43.66020 -1.92699 -0.3980
C 5.24233 43.16002 -1.85192 -0.3951
Cl 4.70492 42.42599 -3.36128 -0.0472
H 6.78022 44.32445 -2.78170 0.2290
H 6.90107 44.20540 -1.01354 0.2208
H 4.60406 44.00963 -1.60837 0.2180
H 5.12478 42.42872 -1.05476 0.2207
Cl 6.88998 44.98721 -5.51024 -0.0625
C 5.40829 45.50263 -6.32652 -0.4094
C 4.66193 46.55916 -5.55262 -0.3892
Cl 5.56012 48.09336 -5.45672 -0.0768
H 4.77760 44.61924 -6.43505 0.2203
H 5.64893 45.82859 -7.33807 0.2605
H 4.56268 46.22272 -4.52146 0.2158
H 3.65905 46.75655 -5.92283 0.2457
Cl 0.71868 50.79966 -1.70792 -0.0622
C 1.94280 49.50883 -1.73940 -0.3812
C 1.50578 48.46502 -2.71786 -0.3874
Cl 2.63311 47.08889 -2.69442 -0.0607
H 1.99686 49.09515 -0.73543 0.2250
H 2.90095 49.95481 -1.99014 0.2219
H 1.44062 48.81999 -3.74366 0.2276
H 0.52850 48.06649 -2.44985 0.2190
C 5.64680 50.01966 -9.01728 -0.7278
C 6.25921 48.71650 -8.80789 0.3179
N 6.75000 47.69222 -8.64454 -0.3686
H 6.34933 50.65359 -9.55458 0.2574
H 5.40495 50.48925 -8.06628 0.2729
H 4.73525 49.88915 -9.59939 0.2472
C -1.28484 49.02314 -5.70832 -0.7257
C -0.06735 48.27316 -5.98412 0.3050
N 0.89805 47.69299 -6.20301 -0.3566
H -1.27324 49.45176 -4.70914 0.2594
H -2.14185 48.35504 -5.77868 0.2583
H -1.37827 49.81452 -6.44968 0.2609
C 5.57303 51.31688 -3.93627 -0.7348
C 6.05141 51.79731 -5.22554 0.3108
N 6.37518 52.13727 -6.27266 -0.3583
H 6.35388 51.21994 -3.18877 0.2639
H 5.11502 50.34060 -4.10096 0.2666
H 4.79819 51.98306 -3.55458 0.2459
```


| no. | gap between HOMO and LUMO (Eh) |
| --- | --- |
| 1 | 0.225 |
| 2 | 0.226 |
| 3 | 0.324 |
| 4 | 0.388 |